Molecular formula: C42H40N2O6P2Pt
Method: DFT, wB97M-V/def2-TZVPD

Element x y z (Å)
1 Pt 1.2044 1.8767 3.2871
2 C 3.2462 1.2434 3.9995
3 C 3.0581 0.7834 2.6814
4 C 2.7412 -0.6648 2.3418
5 C 1.2424 -1.0121 2.2719
6 C 0.3657 -0.1884 3.1784
7 C 0.6647 0.1163 4.5330
8 C 1.8380 -0.4628 5.2953
9 C 3.1438 0.3669 5.2205
10 C -0.5556 2.8049 3.0336
11 H 3.8560 2.1508 4.1165
12 H 3.5867 1.3558 1.9069
13 H 3.2428 -1.3529 3.0399
14 H 3.1830 -0.8809 1.3588
15 H 0.8890 -0.8433 1.2449
16 H 1.1035 -2.0871 2.4516
17 H -0.6848 -0.1338 2.9025
18 H -0.1700 0.4703 5.1471
19 H 2.0385 -1.4921 4.9687
20 H 1.5453 -0.5359 6.3534
21 H 3.2054 1.0020 6.1194
22 H 4.0134 -0.3037 5.3089
23 H -0.3994 3.8822 3.2029
24 H -1.2534 2.4057 3.7833
25 H -0.9553 2.6404 2.0247
26 P -0.5145 -0.9141 -5.5334
27 P -3.5106 -1.6804 -4.2508
28 C -1.0226 -2.6057 -5.1484
29 C -2.2519 -2.9138 -4.6527
30 C 0.3957 -1.1604 -7.1270
31 C 0.9877 -2.3742 -7.5204
32 C 1.6919 -2.4596 -8.7268
33 C 1.8118 -1.3493 -9.5662
34 C 1.1868 -0.1490 -9.1992
35 C 0.4690 -0.0600 -8.0051
36 C 0.8357 -0.6774 -4.3046
37 C 0.4465 -0.5262 -2.9570
38 C 1.4201 -0.3835 -1.9691
39 C 2.7774 -0.3890 -2.3237
40 C 3.1612 -0.5045 -3.6655
41 C 2.1908 -0.6411 -4.6586
42 C -4.9050 -2.5425 -5.1362
43 C -4.8647 -2.5822 -6.5460
44 C -5.8170 -3.3125 -7.2598
45 C -6.8402 -3.9959 -6.5884
46 C -6.9118 -3.9154 -5.1943
47 C -5.9601 -3.1852 -4.4735
48 C -3.9173 -2.0453 -2.4955
49 C -4.6063 -1.0400 -1.7892
50 C -5.0133 -1.2602 -0.4736
51 C -4.7083 -2.4759 0.1552
52 C -3.9805 -3.4542 -0.5270
53 C -3.5645 -3.2382 -1.8450
54 H -0.2548 -3.3834 -5.2439
55 H -2.5690 -3.9592 -4.5429
56 H 0.9066 -3.2565 -6.8891
57 H 2.1519 -3.4075 -9.0145
58 H 2.3732 -1.4172 -10.5006
59 H 1.2616 0.7186 -9.8548
60 H -0.0370 0.8703 -7.7374
61 H -0.6143 -0.5325 -2.6946
62 H 1.1262 -0.2619 -0.9225
63 H 3.5390 -0.2961 -1.5477
64 H 4.2170 -0.4868 -3.9483
65 H 2.4850 -0.7355 -5.7056
66 H -4.0708 -2.0526 -7.0758
67 H -5.7692 -3.3521 -8.3497
68 H -7.5753 -4.5799 -7.1469
69 H -7.7171 -4.4228 -4.6599
70 H -6.0316 -3.1326 -3.3875
71 H -4.8208 -0.0889 -2.2818
72 H -5.5665 -0.4856 0.0607
73 H -5.0392 -2.6529 1.1806
74 H -3.7276 -4.3970 -0.0324
75 H -2.9712 -3.9918 -2.3605
76 O 2.5245 4.5364 4.3764
77 C 2.0661 3.8894 5.3210
78 O 1.3540 2.7945 5.2917
79 C 2.3639 4.3429 6.7448
80 C 2.2342 3.4811 7.8526
81 C 2.6348 3.9159 9.1379
82 C 3.0954 5.2206 9.3432
83 C 3.1702 6.0884 8.2436
84 C 2.8178 5.6538 6.9447
85 N 3.6145 7.4413 8.4548
86 O 3.9315 7.7973 9.6095
87 O 3.6681 8.2087 7.4735
88 N 2.6446 3.0009 10.2555
89 O 2.2880 1.8172 10.0979
90 O 3.0263 3.4525 11.3593
91 H 1.8414 2.4786 7.7216
92 H 3.3840 5.5514 10.3381
93 H 2.9089 6.3280 6.0987

Output
2S+1   5
Highest occupied orbital energy (alpha / beta)   -10.43 / -12.42 eV
Kohn-Sham gap (alpha / beta)   4.25 / 1.90 eV
LUMO (alpha / beta)   -6.2 / -10.5 eV
Net charge   +2
Energy relative to the best compared isomer or geometry (same formula, charge and spin)   0.0 kcal/mol



Molecular formula: C12H14F2NO4P
Method: DFT, wB97M-V/def2-TZVPD

Element x y z (Å)
1 C -1.0259 -1.5911 -0.6870
2 C -0.8137 -0.5157 -1.7635
3 O -0.2948 -0.8216 -2.7493
4 N -1.2457 0.8988 -1.6670
5 C -0.7985 1.5714 -0.4585
6 C -0.0197 2.8745 -0.6802
7 O -0.9540 1.1850 0.6357
8 P -2.9620 1.1011 -1.9812
9 O -3.5061 -0.4492 -2.2891
10 C -3.8654 1.6003 -0.4061
11 C -4.0466 0.5056 0.6262
12 O -3.5857 0.4863 1.6644
13 F -4.8653 -0.5124 0.2696
14 H -1.1657 -2.5290 -1.2304
15 H -0.1509 -1.7361 -0.0469
16 H -1.9168 -1.4416 -0.0719
17 H 0.7593 2.8789 0.0879
18 H -0.6639 3.7412 -0.5114
19 H 0.4610 2.8713 -1.6598
20 H -4.4618 -0.3367 -2.4114
21 H -4.8827 1.8593 -0.7354
22 H -3.4719 2.5043 0.0610
23 F 5.6253 -2.2014 -0.1457
24 C 4.6246 -1.6904 0.5940
25 C 4.6514 -1.8490 1.9655
26 C 3.6210 -1.3165 2.7261
27 C 2.5754 -0.6435 2.1078
28 C 2.5593 -0.4974 0.7266
29 C 3.5952 -1.0196 -0.0365
30 H 5.4713 -2.3833 2.4278
31 H 3.6332 -1.4265 3.8026
32 H 1.7707 -0.2316 2.7040
33 H 1.7417 0.0242 0.2456
34 H 3.6076 -0.9092 -1.1134

Output
Highest occupied orbital energy   -8.86 eV
Kohn-Sham gap   9.21 eV
LUMO   0.4 eV
SMILES   CC(=O)N(C(C)=O)P(O)CC(=O)F.Fc1ccccc1



Molecular formula: C30H57N3O2P
Method: DFT, wB97M-V/def2-TZVPD

Element x y z (Å)
1 C -1.5441 4.2101 3.8851
2 C -0.0479 3.9711 3.5624
3 C 0.2061 3.3537 2.1676
4 N 0.1748 1.8844 2.1628
5 C 1.2833 1.2848 2.6178
6 P 2.7597 2.1816 3.3015
7 N 2.8051 1.9061 4.8478
8 C 1.3974 -0.0535 2.6215
9 C 2.6177 -0.8014 3.1312
10 C 3.6167 -1.2850 1.9911
11 C 3.5134 -0.5415 0.6449
12 C 4.5322 -1.1624 -0.3864
13 C 3.9822 -0.9698 -1.8366
14 C 3.4771 -2.2264 -2.5327
15 C 2.6848 -1.8926 -3.8067
16 C 1.2790 -1.3158 -3.5722
17 C 0.6542 -0.7977 -4.8913
18 C 0.3969 0.7295 -4.8845
19 O -0.9192 1.0780 -4.4686
20 C -1.5492 1.9489 -5.3778
21 C 0.3388 -0.8223 2.1371
22 C 0.4787 -2.3171 2.0996
23 C 0.4914 -2.7084 0.5465
24 C 1.0400 -4.1551 0.2750
25 O -0.4282 -3.6890 0.1846
26 C -0.8009 -0.1837 1.7231
27 C -1.9100 -1.1246 1.2475
28 C -2.3761 -0.9642 -0.2283
29 C -2.9212 -2.3880 -0.6398
30 C -4.1216 -2.2205 -1.6126
31 N -3.9155 -3.0982 -2.7794
32 C -0.8834 1.1962 1.7440
33 C -2.1195 1.9783 1.3160
34 C -2.1914 2.1935 -0.2334
35 C -3.4389 1.4081 1.9150
36 C -4.5032 2.5428 1.8073
37 H -2.1167 3.2932 3.7412
38 H -1.5751 4.5503 4.9234
39 H -1.9393 5.0367 3.2890
40 H 0.4671 3.4290 4.3618
41 H 0.4065 4.9704 3.5387
42 H 1.1672 3.7357 1.8228
43 H -0.4889 3.7811 1.4464
44 H 2.6717 3.5789 3.1458
45 H 3.9426 1.7308 2.6649
46 H 2.0345 1.3027 5.1110
47 H 2.1947 -1.6847 3.6156
48 H 3.1658 -0.2762 3.9121
49 H 4.6226 -1.1511 2.3957
50 H 3.3999 -2.3500 1.8606
51 H 2.5397 -0.6198 0.1579
52 H 3.7449 0.5251 0.7637
53 H 5.4984 -0.6613 -0.3376
54 H 4.5902 -2.2169 -0.0989
55 H 4.8275 -0.5577 -2.4006
56 H 3.1888 -0.2121 -1.8741
57 H 4.3411 -2.8234 -2.8543
58 H 2.9059 -2.8849 -1.8700
59 H 3.2370 -1.1821 -4.4344
60 H 2.5672 -2.8143 -4.3895
61 H 1.3366 -0.5240 -2.8123
62 H 0.6254 -2.1144 -3.1926
63 H -0.2982 -1.2866 -5.1195
64 H 1.3109 -0.9873 -5.7493
65 H 0.5618 1.1605 -5.8774
66 H 1.0940 1.1837 -4.1618
67 H -2.3850 2.4663 -4.8904
68 H -0.8775 2.7304 -5.7538
69 H -1.9892 1.4030 -6.2262
70 H 1.4485 -2.6983 2.3870
71 H -0.3720 -2.8619 2.5019
72 H 0.7517 -1.9378 -0.1790
73 H 1.1365 -4.2456 -0.8009
74 H 0.7509 -4.9757 0.9191
75 H -1.6307 -2.1716 1.3229
76 H -2.7561 -1.0051 1.9316
77 H -3.2283 -0.2979 -0.3260
78 H -1.5752 -0.6460 -0.8947
79 H -3.3640 -2.7847 0.2810
80 H -2.1401 -3.0195 -1.0553
81 H -5.0808 -2.4319 -1.1105
82 H -4.2011 -1.2042 -1.9889
83 H -4.7230 -3.1042 -3.3897
84 H -3.7798 -4.0318 -2.4097
85 H -2.1123 2.9811 1.7372
86 H -1.3815 1.6030 -0.6768
87 H -1.9595 3.2320 -0.4757
88 H -3.1172 1.8366 -0.6754
89 H -3.3366 1.1586 2.9751
90 H -3.8403 0.5816 1.3351
91 H -4.7109 2.6516 0.7365
92 H -5.4497 2.2051 2.2354
93 H -4.1597 3.4858 2.2331

Output
Highest occupied orbital energy   -11.14 eV
Kohn-Sham gap   7.58 eV
LUMO   -3.6 eV
Net charge   +1



Molecular formula: C2H3N5O
Method: DFT, wB97M-V/def2-TZVPD

Element x y z (Å)
1 N -2.3373 0.1558 0.3259
2 N -1.4309 -0.9899 -0.0323
3 C -0.2054 -0.5603 -0.2148
4 N 0.0490 0.7877 -0.5372
5 N 1.1006 1.2989 -0.2029
6 C 2.0799 0.2550 0.4496
7 N 2.0856 -0.9915 0.0385
8 O 0.8516 -1.4688 -0.2946
9 H -2.0633 0.9854 -0.1547
10 H -3.1844 -0.1992 0.0951
11 H 3.0546 0.7270 0.5275

Output
Highest occupied orbital energy   -9.39 eV
Kohn-Sham gap   8.39 eV
LUMO   -1.0 eV
SMILES   N/N=c1\nncno1
Energy relative to the best compared isomer or geometry (same formula, charge and spin)   141.4 kcal/mol



Molecular formula: C2H12BrN4PYb
Method: DFT, wB97M-V/def2-TZVPD

Element x y z (Å)
1 N 2.1815 -1.0719 -0.1627
2 P 1.8924 0.6914 -0.3038
3 Br 1.7463 3.0027 -0.2993
4 C 0.2601 0.6356 0.6854
5 C -0.9188 -0.2994 0.0360
6 N -1.0976 -1.5155 0.9662
7 N -2.2989 0.3722 0.0020
8 N -0.6523 -0.7721 -1.3811
9 H 3.0759 -1.2613 0.3681
10 H 2.3147 -1.3902 -1.1695
11 H 3.1420 0.8770 0.4468
12 H 1.9493 0.6808 -1.7456
13 H -0.1542 1.7534 0.7185
14 H 0.5496 0.3552 1.8000
15 H -0.4710 -2.2836 0.6406
16 H -0.9063 -1.2588 1.9593
17 H -2.5267 0.5023 -1.0148
18 H -2.2717 1.3243 0.4281
19 H -1.5108 -1.2826 -1.7471
20 H -0.3766 0.0100 -2.0146
21 Yb -3.9267 0.9304 1.7875

Output
Highest occupied orbital energy   -14.45 eV
Kohn-Sham gap   4.04 eV
LUMO   -10.4 eV
Net charge   +2
Energy relative to the best compared isomer or geometry (same formula, charge and spin)   54.6 kcal/mol



no.,maximum force (Eh/bohr)
1,0.0636
2,0.0977
3,0.0894
4,0.0924
5,0.0576